# C42H41NNiO3P2S

C42H41NNiO3P2S as an isolated structure at a distorted geometry (wB97M-V/def2-TZVPD, the OMol25 dataset).

Lowest unoccupied orbital energy (spin up / spin down) in eV: -1.3 / -2.8
Relative energy (zero: lowest compared OMol25 entry of this formula, charge and spin) in kcal per mole: 145.04
HOMO level (spin up / spin down) in eV: -6.81 / -6.81
Kohn-Sham gap (spin up / spin down) in eV: 5.473 / 4.055

Geometry as ORCA input:
```
! wB97M-V def2-TZVPD RIJCOSX def2/J DEFGRID3
* xyz 0 3
Ni 0.452 0.676 -1.892
C -1.960 -0.091 4.625
C -2.113 -0.150 3.298
C -2.720 0.984 2.517
C -1.708 1.900 1.827
C -0.573 2.336 2.712
C -0.549 2.157 4.032
C -1.816 2.388 4.849
C -2.360 1.079 5.448
C 1.360 -0.241 -0.495
H -1.642 -0.958 5.201
H -1.908 -1.078 2.739
H -3.337 1.581 3.192
H -3.398 0.568 1.758
H -1.311 1.385 0.946
H -2.245 2.767 1.421
H 0.205 2.905 2.203
H 0.356 1.992 4.642
H -2.597 2.908 4.275
H -1.565 3.067 5.676
H -1.930 0.988 6.449
H -3.443 1.183 5.619
H 0.924 -1.196 -0.196
H 1.383 0.357 0.443
H 2.367 -0.376 -0.910
P 0.101 -1.800 -3.757
P 1.875 0.466 -4.106
C -0.694 -0.272 -4.305
C 0.173 0.742 -4.627
C -0.514 -2.996 -5.035
C -1.617 -2.710 -5.848
C -2.074 -3.654 -6.773
C -1.415 -4.876 -6.921
C -0.290 -5.152 -6.134
C 0.173 -4.214 -5.210
C -0.953 -2.160 -2.314
C -1.080 -1.067 -1.425
C -1.721 -1.313 -0.192
C -2.636 -2.364 -0.105
C -2.743 -3.297 -1.152
C -1.865 -3.218 -2.241
C 2.656 1.046 -5.740
C 2.452 0.211 -6.855
C 2.800 0.644 -8.134
C 3.385 1.901 -8.316
C 3.634 2.711 -7.206
C 3.289 2.282 -5.918
C 2.009 1.914 -2.935
C 3.238 2.063 -2.224
C 3.452 3.200 -1.461
C 2.499 4.236 -1.462
C 1.316 4.120 -2.195
C 1.056 2.965 -2.935
H -1.780 -0.202 -4.378
H -0.026 1.552 -5.330
H -2.129 -1.752 -5.768
H -2.952 -3.427 -7.378
H -1.777 -5.609 -7.645
H 0.224 -6.107 -6.246
H 1.066 -4.423 -4.617
H -1.105 -0.046 -1.870
H -1.547 -0.688 0.688
H -3.297 -2.443 0.762
H -3.506 -4.075 -1.124
H -1.950 -3.933 -3.060
H 1.988 -0.769 -6.719
H 2.613 0.003 -8.994
H 3.644 2.243 -9.318
H 4.097 3.686 -7.341
H 3.498 2.929 -5.063
H 3.952 1.239 -2.231
H 4.351 3.296 -0.849
H 2.684 5.136 -0.874
H 0.568 4.915 -2.163
H 0.138 2.856 -3.518
O 0.196 2.237 7.563
S 1.201 1.192 7.601
O 2.546 1.564 7.955
N 1.095 0.230 6.293
C 0.754 -1.080 6.527
O 0.687 -1.976 5.670
C 0.395 -1.243 7.973
C -0.246 -2.322 8.593
C -0.638 -2.204 9.931
C -0.349 -1.035 10.662
C 0.304 0.039 10.038
C 0.625 -0.090 8.690
H -0.436 -3.216 8.002
H -1.181 -3.018 10.414
H -0.639 -0.958 11.710
H 0.557 0.960 10.558
*
```